# 1
Density functional theory data (ωB97M-V/def2-TZVPD) for C40H60Be2BrCaClFN5O8P as an isolated structure in a non-equilibrium geometry.

Properties
Electronic energy in a.u.: -6617.76626
Max |F| in hartree/bohr: 0.0728
Net charge: -1
Gap between HOMO and LUMO in hartree: 0.0430
M in g/mol: 962.38

CARTESIAN COORDINATES (ANGSTROEM)
C (1.538, 3.780, -0.388)
C (2.565, 2.615, -0.434)
C (3.442, 2.542, 0.834)
C (3.592, 1.068, 1.243)
C (4.669, 0.334, 0.414)
C (4.109, -0.865, -0.390)
C (4.744, -2.197, 0.035)
C (4.674, -2.478, 1.543)
C (3.454, -3.282, 2.025)
C (2.232, -2.380, 2.313)
C (0.875, -3.140, 2.191)
C (-0.014, -2.675, 1.077)
C (0.044, -3.243, -0.150)
C (0.993, -4.365, -0.491)
C (0.666, -5.748, 0.084)
C (1.835, -6.661, -0.234)
N (2.120, -6.696, -1.674)
C (-0.817, -2.774, -1.198)
C (-1.694, -1.785, -0.946)
P (-2.771, -1.283, -2.289)
N (-4.320, -1.187, -1.737)
C (-1.781, -1.149, 0.316)
N (-2.656, -0.145, 0.480)
C (-2.624, 0.399, 1.683)
C (-3.604, 1.522, 1.947)
C (-3.571, 2.487, 0.729)
O (-4.263, 1.971, -0.355)
C (-4.043, 2.611, -1.537)
O (-2.961, 3.022, -1.891)
C (-1.791, -0.022, 2.696)
N (-0.943, -1.029, 2.557)
C (-0.924, -1.602, 1.341)
H (1.650, 4.398, -1.273)
H (0.535, 3.363, -0.334)
H (1.710, 4.348, 0.521)
H (1.992, 1.702, -0.560)
H (3.204, 2.683, -1.310)
H (2.918, 3.019, 1.661)
H (4.414, 2.995, 0.665)
H (3.864, 0.991, 2.298)
H (2.603, 0.625, 1.141)
H (5.437, -0.018, 1.096)
H (5.078, 1.042, -0.302)
H (2.998, -0.899, -0.352)
H (4.389, -0.726, -1.427)
H (5.782, -2.175, -0.297)
H (4.288, -3.044, -0.481)
H (5.543, -3.070, 1.833)
H (4.707, -1.557, 2.125)
H (3.140, -4.050, 1.323)
H (3.718, -3.783, 2.954)
H (2.285, -1.481, 1.708)
H (2.327, -2.085, 3.356)
H (0.364, -2.995, 3.136)
H (1.073, -4.198, 2.113)
H (1.983, -4.047, -0.180)
H (1.013, -4.426, -1.574)
H (-0.259, -6.115, -0.358)
H (0.540, -5.754, 1.163)
H (2.704, -6.302, 0.332)
H (1.653, -7.681, 0.101)
H (2.588, -5.846, -1.978)
H (2.785, -7.441, -1.856)
H (-0.748, -3.241, -2.165)
H (-2.751, -2.249, -3.300)
H (-2.385, -0.046, -2.812)
H (-4.898, -1.846, -2.269)
H (-3.220, 2.082, 2.815)
H (-4.613, 1.156, 2.104)
H (-4.045, 3.477, 0.970)
H (-2.508, 2.681, 0.525)
H (-4.910, 2.734, -2.190)
H (-1.834, 0.474, 3.659)
F (-0.457, 7.195, 2.744)
C (-1.285, 7.021, 1.697)
C (-2.334, 7.901, 1.510)
C (-3.194, 7.694, 0.425)
C (-2.974, 6.615, -0.438)
C (-1.915, 5.734, -0.227)
C (-1.059, 5.939, 0.852)
H (-2.492, 8.722, 2.195)
H (-4.041, 8.379, 0.263)
H (-3.646, 6.453, -1.272)
H (-1.769, 4.883, -0.883)
H (-0.234, 5.264, 1.047)
Cl (-4.357, 9.845, 1.661)
N (5.461, -6.489, -2.737)
C (6.140, -5.474, -3.352)
C (7.090, -6.035, -4.162)
C (6.976, -7.447, -4.034)
C (5.961, -7.695, -3.150)
H (4.710, -6.368, -2.082)
H (5.888, -4.444, -3.161)
H (7.788, -5.495, -4.780)
H (7.571, -8.193, -4.534)
H (5.553, -8.620, -2.780)
Ca (-3.427, 4.586, 2.264)
C (-7.744, 8.635, 2.134)
O (-8.465, 9.309, 2.863)
O (-7.037, 7.660, 2.520)
O (-7.653, 8.774, 0.887)
Be (-1.901, -5.057, -1.751)
Br (1.708, -1.487, -2.043)
Be (-4.307, -2.665, -0.585)
C (0.338, -2.970, -6.119)
C (0.012, -1.534, -5.677)
O (-0.879, -1.509, -4.666)
H (-0.557, -3.486, -6.472)
H (1.065, -2.968, -6.942)
H (0.772, -3.542, -5.297)
H (-0.303, -0.994, -6.601)
H (0.993, -1.059, -5.457)
O (-5.310, 4.961, 4.501)
C (-6.184, 5.780, 4.976)
C (-7.306, 4.864, 5.978)
O (-8.160, 5.669, 6.425)
H (-6.835, 6.306, 4.261)
H (-5.824, 6.576, 5.646)
H (-6.623, 4.364, 6.696)
H (-7.645, 4.066, 5.284)

Atomic partial charges in e from the Mulliken method, atoms 1 to 5: -1.14, 0.12, -1.21, -0.29, -1.26


# 2
Density functional theory data (ωB97M-V/def2-TZVPD) for C48H51BrF5N2O4ReSe2 as an isolated structure.

Properties
⟨S²⟩: 0.7566
Electronic energy in a.u.: -10224.47933
Max |F| in hartree/bohr: 0.0084
2S+1: 2
Net charge: +1
Gap between HOMO and LUMO (spin up / spin down) in hartree: 0.2614 / 0.2468
M in g/mol: 1238.97

CARTESIAN COORDINATES (ANGSTROEM)
Re (0.246, 0.298, 0.615)
C (4.815, -4.065, -3.212)
C (4.625, -2.696, -3.883)
C (3.776, -2.862, -5.152)
C (5.999, -2.160, -4.280)
C (3.894, -1.756, -2.926)
C (2.678, -2.147, -2.378)
C (2.008, -1.288, -1.532)
Se (0.389, -1.834, -0.648)
C (-0.972, -1.301, -1.900)
C (-1.353, -2.140, -2.921)
C (-2.352, -1.735, -3.805)
C (-2.924, -0.491, -3.584)
C (-2.568, 0.387, -2.550)
C (-1.566, -0.053, -1.693)
O (-1.123, 0.697, -0.637)
C (-3.322, 1.723, -2.460)
C (-3.238, 2.436, -3.821)
C (-2.789, 2.700, -1.405)
C (-4.792, 1.429, -2.124)
C (-2.758, -2.651, -4.956)
C (-3.227, -3.999, -4.391)
C (-1.542, -2.873, -5.868)
C (-3.891, -2.057, -5.793)
C (2.516, -0.045, -1.188)
O (1.812, 0.771, -0.330)
C (3.742, 0.379, -1.703)
C (4.389, -0.504, -2.570)
C (4.354, 1.724, -1.301)
C (3.444, 2.879, -1.751)
C (5.723, 1.936, -1.954)
C (4.555, 1.765, 0.224)
H (5.408, -4.716, -3.857)
H (3.864, -4.567, -3.028)
H (5.336, -3.964, -2.257)
H (4.276, -3.532, -5.854)
H (3.623, -1.901, -5.647)
H (2.796, -3.286, -4.925)
H (6.488, -2.876, -4.941)
H (6.644, -2.016, -3.411)
H (5.927, -1.214, -4.821)
H (2.255, -3.119, -2.604)
H (-0.872, -3.105, -3.032)
H (-3.710, -0.169, -4.252)
H (-2.198, 2.571, -4.126)
H (-3.703, 3.420, -3.748)
H (-3.753, 1.889, -4.609)
H (-1.739, 2.943, -1.588)
H (-2.886, 2.309, -0.393)
H (-3.369, 3.623, -1.467)
H (-5.268, 0.822, -2.894)
H (-5.351, 2.363, -2.039)
H (-4.875, 0.896, -1.174)
H (-2.428, -4.519, -3.860)
H (-3.558, -4.648, -5.204)
H (-4.062, -3.865, -3.702)
H (-0.709, -3.326, -5.327)
H (-1.196, -1.929, -6.293)
H (-1.807, -3.541, -6.689)
H (-4.799, -1.915, -5.203)
H (-4.131, -2.738, -6.609)
H (-3.609, -1.100, -6.237)
H (5.342, -0.202, -2.974)
H (3.383, 2.919, -2.840)
H (3.860, 3.827, -1.400)
H (2.436, 2.779, -1.353)
H (5.662, 1.932, -3.044)
H (6.445, 1.181, -1.640)
H (6.111, 2.909, -1.650)
H (3.608, 1.811, 0.760)
H (5.145, 2.643, 0.493)
H (5.092, 0.878, 0.567)
C (-2.530, -0.813, 2.189)
O (-1.652, 0.298, 1.934)
C (-2.101, 1.561, 2.247)
C (-3.317, 1.834, 2.839)
C (-3.660, 3.161, 3.087)
Br (-5.317, 3.523, 3.907)
C (-2.830, 4.204, 2.737)
C (-1.607, 3.928, 2.129)
C (-1.248, 2.611, 1.927)
O (-0.001, 2.265, 1.404)
C (-0.695, 5.008, 1.722)
N (-0.438, 6.072, 2.407)
C (0.487, 6.784, 1.645)
C (1.093, 8.010, 1.908)
C (1.964, 8.506, 0.959)
C (2.234, 7.805, -0.228)
C (1.649, 6.583, -0.497)
C (0.779, 6.091, 0.468)
N (0.038, 4.913, 0.542)
H (-3.479, -0.657, 1.677)
H (-2.674, -0.930, 3.262)
H (-2.025, -1.686, 1.792)
H (-3.999, 1.045, 3.112)
H (-3.107, 5.232, 2.920)
H (0.554, 3.047, 1.214)
H (0.876, 8.546, 2.821)
H (2.449, 9.458, 1.126)
H (2.918, 8.234, -0.947)
H (1.862, 6.042, -1.410)
H (-0.275, 4.397, -0.268)
F (2.559, -6.222, 1.389)
C (2.274, -4.964, 1.695)
C (1.090, -4.661, 2.346)
F (0.238, -5.632, 2.659)
C (0.798, -3.345, 2.654)
F (-0.368, -3.084, 3.256)
C (1.661, -2.312, 2.326)
Se (1.242, -0.487, 2.729)
C (2.847, -2.643, 1.680)
F (3.713, -1.688, 1.334)
C (3.158, -3.952, 1.360)
F (4.291, -4.240, 0.726)

Atomic partial charges in e from the Mulliken method, atoms 1 to 5: 0.63, -1.68, 2.20, -1.61, -2.22


# 3
Density functional theory data (ωB97M-V/def2-TZVPD) for C39H44F2N7O3S2SbSe4Ti as an isolated structure in a non-equilibrium geometry.

Properties
Electronic energy in a.u.: -13813.27214
Max |F| in hartree/bohr: 0.0848
Net charge: -2
Gap between HOMO and LUMO in hartree: 0.1486
M in g/mol: 1246.42

CARTESIAN COORDINATES (ANGSTROEM)
Ti (-0.666, -0.005, 0.890)
N (0.285, 7.099, 2.578)
C (-0.450, 5.939, 2.346)
C (-0.987, 5.226, 3.419)
C (-1.690, 4.060, 3.198)
C (-1.878, 3.596, 1.906)
C (-1.403, 4.325, 0.832)
C (-0.706, 5.501, 1.047)
S (-2.295, 1.873, 1.761)
O (-3.482, 1.608, 2.509)
O (-2.308, 1.573, 0.329)
N (-0.958, 1.219, 2.335)
C (-0.921, 0.546, 3.517)
N (-1.277, 1.165, 4.632)
C (-1.182, 0.446, 5.754)
C (-0.743, -0.868, 5.762)
C (-0.387, -1.418, 4.548)
N (-0.458, -0.712, 3.412)
H (0.723, 7.144, 3.484)
H (0.901, 7.369, 1.826)
H (-0.817, 5.571, 4.430)
H (-2.065, 3.462, 4.016)
H (-1.566, 3.955, -0.170)
H (-0.327, 6.057, 0.201)
H (-1.466, 0.975, 6.655)
H (-0.682, -1.446, 6.668)
H (-0.041, -2.439, 4.443)
C (0.069, -3.485, 1.591)
C (1.565, -3.336, 1.323)
C (1.786, -3.095, -0.171)
C (2.186, -2.307, 2.257)
C (2.874, -2.837, 3.342)
C (3.499, -2.036, 4.276)
C (3.459, -0.672, 4.101)
C (2.804, -0.074, 3.030)
C (3.030, 1.441, 3.005)
C (1.979, 2.384, 2.424)
C (4.383, 1.713, 2.326)
C (2.105, -0.899, 2.113)
N (1.328, -0.295, 1.105)
C (1.978, 0.286, 0.075)
C (3.279, -0.085, -0.344)
C (3.895, 0.511, -1.419)
C (3.270, 1.509, -2.152)
C (2.001, 1.917, -1.775)
C (1.408, 1.328, -0.685)
F (0.186, 1.841, -0.261)
H (-0.370, -4.259, 0.962)
H (-0.414, -2.532, 1.332)
H (-0.139, -3.723, 2.632)
H (2.044, -4.293, 1.568)
H (1.193, -2.246, -0.510)
H (1.450, -3.973, -0.722)
H (2.833, -2.916, -0.407)
H (2.922, -3.912, 3.453)
H (4.014, -2.463, 5.125)
H (3.957, -0.034, 4.820)
H (3.127, 1.730, 4.063)
H (1.999, 2.391, 1.337)
H (2.190, 3.404, 2.752)
H (0.984, 2.131, 2.779)
H (4.319, 1.493, 1.261)
H (5.156, 1.084, 2.766)
H (4.671, 2.759, 2.447)
H (3.774, -0.879, 0.200)
H (4.887, 0.185, -1.703)
H (3.760, 1.974, -2.994)
H (1.467, 2.690, -2.312)
C (-2.838, 1.967, -4.718)
C (-2.967, 0.796, -3.747)
C (-1.870, -0.242, -3.965)
N (-2.077, -1.401, -3.122)
C (-1.114, -2.260, -2.738)
S (-1.364, -3.285, -1.449)
N (0.072, -2.314, -3.424)
C (0.335, -2.204, -4.794)
O (1.465, -1.868, -5.153)
C (-0.727, -2.596, -5.707)
C (-0.623, -2.235, -7.064)
C (-1.589, -2.608, -7.969)
C (-2.692, -3.354, -7.562)
C (-2.777, -3.765, -6.234)
C (-1.811, -3.407, -5.323)
H (-3.661, 2.666, -4.580)
H (-2.856, 1.606, -5.747)
H (-1.907, 2.510, -4.559)
H (-3.939, 0.320, -3.896)
H (-2.920, 1.163, -2.717)
H (-0.884, 0.196, -3.750)
H (-1.869, -0.554, -5.019)
H (-2.894, -1.401, -2.523)
H (0.892, -2.498, -2.857)
H (0.238, -1.652, -7.365)
H (-1.490, -2.323, -9.011)
H (-3.466, -3.626, -8.267)
H (-3.608, -4.378, -5.915)
H (-1.877, -3.780, -4.314)
F (-0.679, -0.447, -0.780)
Se (-4.143, -4.880, 1.030)
Sb (-4.428, -2.534, 1.747)
Se (-4.927, -2.944, 4.116)
Se (-6.544, -1.901, 0.689)
Se (-2.532, -1.011, 1.349)

Atomic partial charges in e from the Mulliken method, atoms 1 to 5: -0.79, -0.64, 1.11, -0.74, -0.49


# 4
Density functional theory data (ωB97M-V/def2-TZVPD) for C18H13AsAuS4 as an isolated structure in a non-equilibrium geometry.

Properties
Electronic energy in a.u.: -4658.02638
Max |F| in hartree/bohr: 0.0513
Net charge: -1
Gap between HOMO and LUMO in hartree: 0.2361
M in g/mol: 629.46

CARTESIAN COORDINATES (ANGSTROEM)
Au (-3.772, 1.462, 1.198)
S (-3.937, 3.263, -0.308)
S (-5.878, 3.534, 0.372)
S (-6.762, 1.649, 0.361)
S (-5.843, 0.531, 1.907)
C (-0.965, -0.823, 3.990)
C (-2.056, -0.948, 3.180)
C (-1.901, -1.039, 1.795)
C (-0.606, -0.952, 1.231)
C (0.482, -0.736, 2.090)
C (0.320, -0.721, 3.478)
As (-0.437, -1.151, -0.713)
C (0.160, 0.635, -1.178)
C (-0.668, 1.800, -1.225)
C (-0.096, 2.987, -1.570)
C (1.239, 3.037, -1.958)
C (2.043, 1.903, -2.041)
C (1.458, 0.680, -1.649)
C (2.178, -0.621, -1.620)
C (3.388, -0.976, -2.201)
C (3.824, -2.303, -2.211)
C (3.120, -3.325, -1.566)
C (1.911, -2.990, -0.939)
C (1.426, -1.692, -1.022)
H (-1.142, -0.780, 5.043)
H (-3.038, -0.962, 3.648)
H (-2.758, -1.071, 1.142)
H (1.526, -0.649, 1.760)
H (1.196, -0.592, 4.119)
H (-1.679, 1.793, -0.891)
H (-0.714, 3.870, -1.790)
H (1.629, 4.009, -2.297)
H (3.067, 1.913, -2.441)
H (3.921, -0.206, -2.716)
H (4.674, -2.506, -2.841)
H (3.439, -4.307, -1.636)
H (1.250, -3.715, -0.504)

Atomic partial charges in e from the natural (NBO) method, atoms 1 to 5: 0.45, -0.60, -0.09, -0.10, -0.62